A cluster of 6 separate species, C40H58O20P2S in total. Source: the Open Molecules 2025 dataset; level of theory: ωB97M-V/def2-TZVPD.

Each line ends with the Löwdin charge.
Geometry (Å):
C (3.45, -1.20, -2.89)  -0.121
C (2.38, -0.32, -2.21)  -0.323
P (1.55, -0.93, -0.67)  0.846
C (2.08, -0.68, 1.09)  -0.263
C (3.52, -1.13, 1.46)  -0.168
C (4.60, -0.72, 0.48)  -0.238
C (5.55, -1.67, 0.14)  -0.065
C (6.59, -1.40, -0.72)  -0.076
C (6.69, -0.14, -1.29)  -0.087
C (5.77, 0.82, -0.95)  -0.088
C (4.75, 0.54, -0.06)  -0.059
C (2.25, -2.70, -0.77)  -0.252
O (1.67, -3.53, 0.30)  -0.087
C (1.62, -4.82, -0.18)  -0.508
C (0.31, -5.34, -0.76)  0.027
O (2.60, -5.54, -0.15)  0.117
C (-0.18, -1.66, -0.91)  -0.285
O (-0.81, -1.95, 0.33)  -0.117
C (-2.18, -1.91, 0.27)  -0.308
C (-2.86, -1.40, 1.37)  -0.032
C (-4.23, -1.32, 1.32)  -0.102
C (-4.98, -1.74, 0.24)  -0.114
C (-4.32, -2.28, -0.85)  -0.070
C (-2.93, -2.35, -0.79)  -0.037
P (0.55, 1.17, -0.56)  0.199
O (-0.20, 1.53, -1.98)  -0.282
O (1.67, 2.37, -0.36)  -0.289
S (-0.78, 1.38, 0.86)  0.275
H (3.00, -2.08, -3.36)  0.073
H (3.92, -0.60, -3.68)  0.086
H (4.26, -1.54, -2.24)  0.053
H (2.83, 0.66, -2.02)  0.069
H (1.58, -0.14, -2.94)  0.090
H (1.98, 0.36, 1.41)  0.051
H (1.38, -1.25, 1.72)  0.103
H (3.75, -0.67, 2.42)  0.115
H (3.58, -2.21, 1.60)  0.102
H (5.50, -2.67, 0.57)  0.123
H (7.30, -2.20, -0.93)  0.112
H (7.50, 0.05, -2.00)  0.094
H (5.86, 1.81, -1.39)  0.105
H (4.05, 1.34, 0.19)  0.108
H (3.33, -2.80, -0.66)  0.085
H (1.98, -3.19, -1.71)  0.100
H (0.50, -5.67, -1.79)  0.095
H (-0.50, -4.61, -0.73)  0.064
H (-0.01, -6.21, -0.18)  0.093
H (-0.81, -0.99, -1.51)  0.092
H (-0.11, -2.60, -1.48)  0.086
H (-2.28, -1.08, 2.23)  0.115
H (-4.75, -0.89, 2.17)  0.114
H (-6.06, -1.65, 0.21)  0.104
H (-4.83, -2.64, -1.74)  0.112
H (-2.40, -2.76, -1.66)  0.113
H (-1.10, 1.82, -1.78)  0.033
H (1.47, 2.74, 0.51)  0.032
C (3.46, -4.00, 7.42)  -0.021
C (3.94, -2.97, 6.41)  -0.338
C (2.93, -2.61, 5.36)  -0.088
O (3.78, -2.12, 4.31)  0.031
C (4.96, -2.78, 4.43)  -0.549
O (5.83, -2.77, 3.61)  0.171
O (5.02, -3.47, 5.60)  0.090
H (4.28, -4.29, 8.07)  0.088
H (2.66, -3.59, 8.03)  0.092
H (3.11, -4.90, 6.92)  0.091
H (4.30, -2.08, 6.94)  0.160
H (2.23, -1.84, 5.68)  0.143
H (2.38, -3.47, 4.97)  0.144
C (-7.65, -5.67, 4.08)  -0.023
C (-6.73, -4.47, 4.07)  -0.341
C (-5.45, -4.66, 3.30)  -0.098
O (-4.61, -3.67, 3.90)  0.052
C (-5.03, -3.53, 5.19)  -0.556
O (-4.44, -2.93, 6.03)  0.166
O (-6.22, -4.16, 5.38)  0.084
H (-8.49, -5.49, 4.75)  0.088
H (-8.03, -5.86, 3.08)  0.091
H (-7.13, -6.56, 4.44)  0.090
H (-7.28, -3.59, 3.72)  0.161
H (-5.56, -4.48, 2.23)  0.137
H (-4.99, -5.64, 3.46)  0.141
C (-5.37, 4.20, -0.71)  -0.013
C (-6.11, 2.90, -0.53)  -0.327
C (-5.24, 1.70, -0.27)  -0.092
O (-6.10, 0.63, -0.70)  0.025
C (-6.89, 1.14, -1.68)  -0.555
O (-7.59, 0.48, -2.39)  0.159
O (-6.78, 2.49, -1.74)  0.088
H (-6.05, 4.99, -1.01)  0.060
H (-4.89, 4.49, 0.22)  0.099
H (-4.61, 4.12, -1.49)  0.094
H (-6.87, 3.01, 0.25)  0.162
H (-4.97, 1.59, 0.78)  0.137
H (-4.34, 1.68, -0.88)  0.139
C (-6.11, 8.02, -5.10)  -0.022
C (-6.84, 7.95, -3.78)  -0.338
C (-7.12, 9.28, -3.13)  -0.097
O (-7.27, 8.90, -1.76)  0.066
C (-6.51, 7.79, -1.57)  -0.553
O (-6.25, 7.32, -0.51)  0.161
O (-6.07, 7.30, -2.76)  0.081
H (-5.85, 7.02, -5.44)  0.089
H (-6.73, 8.50, -5.86)  0.091
H (-5.18, 8.58, -5.00)  0.090
H (-7.77, 7.38, -3.91)  0.162
H (-8.01, 9.77, -3.51)  0.140
H (-6.27, 9.97, -3.20)  0.141
C (9.65, 4.49, -3.63)  -0.021
C (8.95, 3.16, -3.54)  -0.342
C (9.84, 1.99, -3.24)  -0.098
O (9.05, 0.90, -3.75)  0.037
C (8.30, 1.40, -4.77)  -0.556
O (7.68, 0.75, -5.54)  0.172
O (8.37, 2.76, -4.79)  0.086
H (8.96, 5.27, -3.96)  0.089
H (10.06, 4.78, -2.66)  0.092
H (10.47, 4.46, -4.36)  0.091
H (8.13, 3.23, -2.81)  0.155
H (10.04, 1.86, -2.18)  0.141
H (10.78, 2.01, -3.79)  0.141

Its multiplicity is 1. The value obtained for the HOMO-LUMO gap is 8.48 eV. The electronic energy is -112785.429 eV. The SMILES is CCP(CCc1ccccc1)(COC(C)=O)(COc1ccccc1)P(O)(O)=S.C[C@@H]1COC(=O)O1.C[C@@H]1COC(=O)O1.C[C@@H]1COC(=O)O1.C[C@@H]1COC(=O)O1.C[C@@H]1COC(=O)O1. Its HOMO energy is -0.2940 hartree.



A structure of composition C40H59AsBr2N6OPPtSSi2. Source: the Open Molecules 2025 dataset; level of theory: ωB97M-V/def2-TZVPD.

Each line ends with the Löwdin charge.
Geometry (Å):
Pt (-0.21, -0.64, 0.38)  0.806
Br (-1.35, -0.65, 6.88)  0.801
C (-1.21, -0.54, 4.99)  -0.649
C (-0.69, 0.63, 4.40)  -0.064
C (-0.52, 0.64, 3.04)  -0.148
N (-0.86, -0.39, 2.25)  -0.106
C (-1.49, -1.48, 2.80)  -0.184
C (-1.61, -1.59, 4.20)  -0.040
C (-2.00, -2.42, 1.87)  -0.196
C (-2.88, -3.48, 2.20)  -0.037
C (-3.36, -4.29, 1.21)  -0.641
Br (-4.54, -5.73, 1.63)  0.791
C (-2.99, -4.06, -0.14)  -0.061
C (-2.13, -3.01, -0.39)  -0.123
N (-1.63, -2.23, 0.56)  -0.041
H (-0.42, 1.48, 5.00)  0.111
H (-0.10, 1.50, 2.54)  0.097
H (-2.01, -2.48, 4.65)  0.111
H (-3.19, -3.62, 3.22)  0.109
H (-3.36, -4.69, -0.93)  0.110
H (-1.84, -2.78, -1.40)  0.100
O (-0.71, 1.79, -0.58)  -0.344
P (-1.58, 2.50, -1.55)  0.555
N (-2.50, 1.39, -2.39)  -0.192
C (-3.31, 1.79, -3.54)  -0.188
C (-4.19, 0.57, -3.86)  -0.146
C (-3.67, -0.53, -2.93)  -0.168
C (-3.16, 0.27, -1.74)  -0.224
N (-2.62, 3.69, -0.99)  -0.194
C (-2.04, 4.85, -0.32)  -0.210
C (-2.77, 4.94, 1.01)  -0.163
C (-4.17, 4.47, 0.62)  -0.164
C (-3.88, 3.32, -0.33)  -0.202
N (-0.67, 3.38, -2.63)  -0.182
C (-1.18, 4.49, -3.43)  -0.205
C (-0.42, 4.39, -4.75)  -0.162
C (0.93, 3.84, -4.29)  -0.161
C (0.51, 2.81, -3.25)  -0.194
H (-2.63, 2.03, -4.37)  0.109
H (-3.92, 2.67, -3.33)  0.106
H (-4.11, 0.28, -4.91)  0.110
H (-5.23, 0.79, -3.64)  0.112
H (-2.84, -1.06, -3.40)  0.107
H (-4.44, -1.25, -2.65)  0.111
H (-2.44, -0.26, -1.10)  0.060
H (-4.01, 0.58, -1.12)  0.114
H (-2.25, 5.75, -0.92)  0.115
H (-0.96, 4.73, -0.22)  0.115
H (-2.76, 5.95, 1.42)  0.113
H (-2.33, 4.26, 1.74)  0.111
H (-4.70, 5.27, 0.09)  0.116
H (-4.78, 4.15, 1.47)  0.112
H (-4.67, 3.19, -1.08)  0.112
H (-3.76, 2.38, 0.23)  0.108
H (-0.93, 5.43, -2.93)  0.112
H (-2.26, 4.44, -3.55)  0.103
H (-0.33, 5.35, -5.25)  0.114
H (-0.91, 3.69, -5.42)  0.109
H (1.50, 4.63, -3.80)  0.118
H (1.52, 3.42, -5.09)  0.114
H (1.30, 2.65, -2.50)  0.097
H (0.30, 1.84, -3.73)  0.114
N (0.28, -0.90, -1.63)  -0.463
S (1.55, -1.00, -2.60)  1.085
C (2.93, 0.01, -1.97)  -0.422
C (3.87, 0.25, -2.90)  -0.111
C (4.72, 1.40, -2.80)  -0.088
C (4.60, 2.23, -1.76)  -0.131
C (3.84, 1.89, -0.53)  -0.341
C (2.70, 0.86, -0.78)  -0.554
C (2.11, -2.70, -2.35)  -0.379
C (1.14, -3.68, -2.49)  -0.114
C (1.49, -5.02, -2.37)  -0.070
C (2.81, -5.37, -2.12)  -0.060
C (3.77, -4.38, -2.01)  -0.060
C (3.44, -3.04, -2.15)  -0.089
H (-0.41, -0.30, -2.07)  -0.021
H (3.92, -0.36, -3.80)  0.114
H (5.36, 1.63, -3.64)  0.108
H (5.17, 3.15, -1.74)  0.104
H (3.36, 2.80, -0.16)  0.112
H (1.79, 1.44, -1.01)  0.038
H (0.12, -3.39, -2.68)  0.093
H (0.73, -5.78, -2.48)  0.111
H (3.08, -6.40, -2.01)  0.111
H (4.80, -4.66, -1.83)  0.115
H (4.20, -2.28, -2.10)  0.096
C (5.95, 3.39, 1.05)  -0.173
Si (5.28, 1.62, 0.80)  0.602
C (4.73, 1.04, 2.53)  -0.217
C (6.65, 0.48, 0.13)  -0.155
As (2.02, 0.02, 0.92)  0.954
Si (2.76, -2.20, 1.52)  0.368
C (2.54, -2.12, 3.43)  -0.217
C (4.56, -2.71, 1.12)  -0.200
C (1.55, -3.59, 1.00)  -0.209
H (6.80, 3.38, 1.73)  0.030
H (5.20, 4.03, 1.50)  0.031
H (6.28, 3.85, 0.13)  0.018
H (5.51, 1.29, 3.25)  0.032
H (4.56, -0.03, 2.58)  -0.032
H (3.82, 1.53, 2.87)  0.009
H (7.49, 0.45, 0.82)  0.033
H (7.03, 0.84, -0.82)  0.024
H (6.32, -0.55, -0.02)  0.006
H (3.34, -1.60, 3.93)  0.019
H (2.48, -3.11, 3.86)  0.029
H (1.61, -1.60, 3.67)  -0.003
H (5.28, -2.18, 1.74)  0.017
H (4.82, -2.53, 0.08)  -0.012
H (4.69, -3.77, 1.31)  0.031
H (0.56, -3.38, 1.39)  -0.008
H (1.87, -4.54, 1.40)  0.035
H (1.46, -3.70, -0.07)  -0.017

Its multiplicity is 1. For the relative energy (zero: lowest compared OMol25 entry of this formula, charge and spin), the calculation gives 0.0 kcal per mole. The value obtained for the HOMO-LUMO gap (alpha / beta) is 5.55 / 5.55 eV. The electronic energy is -293473.338 eV. Its HOMO energy (alpha / beta) is -0.3346 / -0.3346 hartree. The total charge is +1.